{
  "formula": "C24H49N2O10S2",
  "method": "ωB97M-V with the def2-TZVPD basis set",
  "species": ["C", "C", "O", "C", "C", "C", "C", "C", "C", "N", "N", "S", "C", "C", "O", "O", "C", "O", "C", "C", "C", "O", "C", "C", "C", "C", "S", "O", "O", "O", "H", "H", "H", "H", "H", "H", "H", "H", "H", "H", "H", "H", "H", "H", "H", "H", "H", "H", "H", "H", "H", "H", "H", "H", "H", "H", "H", "H", "H", "H", "H", "H", "H", "C", "C", "C", "O", "H", "H", "H", "H", "H", "H", "H", "H", "C", "C", "C", "O", "H", "H", "H", "H", "H", "H", "H", "H"],
  "coordinates": [[4.9705, 0.9408, 2.6889], [5.8133, 0.5473, 1.3043], [5.8213, 1.6808, 0.3274], [4.8352, 1.3910, -0.7509], [4.4404, 2.7036, -1.6580], [3.9756, 3.8969, -0.6288], [2.5193, 3.6131, 0.1143], [1.2900, 3.8338, -0.9542], [-0.2051, 3.4665, -0.2922], [-0.9633, 4.6486, 0.1116], [-2.1393, 4.2529, 0.6254], [-3.1166, 5.6312, 1.2063], [-2.7444, 2.9418, 0.7887], [-4.2669, 2.8190, 1.4309], [-5.3338, 3.2405, 0.4682], [-6.4013, 3.4067, 1.2009], [-2.0122, 1.5697, 0.3776], [-2.6324, 0.2509, 0.5375], [-2.9926, -0.2038, -0.8444], [-2.8035, -1.8169, -1.0738], [-1.5766, -2.1948, -2.1440], [-2.6549, -2.6057, 0.1624], [-0.5353, 1.9089, -0.2164], [0.4817, 0.7151, -0.6868], [0.7624, -0.2096, 0.6784], [1.9203, -1.3503, 0.4641], [2.1140, -2.2110, 2.1586], [2.5785, -1.1631, 3.2243], [0.6537, -2.6174, 2.5986], [3.0828, -3.6122, 2.0932], [5.0188, -0.0388, 3.3629], [5.4925, 1.7924, 3.2993], [3.8266, 1.1766, 2.4515], [5.3456, -0.3881, 0.7532], [6.9223, 0.3720, 1.6536], [5.2250, 0.4771, -1.3944], [3.8449, 1.0572, -0.1980], [3.4841, 2.3933, -2.3011], [5.3243, 3.0149, -2.3843], [3.9729, 4.9231, -1.2377], [4.7497, 4.0663, 0.2633], [2.3216, 4.3758, 1.0052], [2.4332, 2.5316, 0.5771], [1.3236, 4.9536, -1.3492], [1.3891, 3.1221, -1.9050], [-2.4798, 6.0750, 2.4082], [-4.3717, 3.3633, 2.4831], [-4.5103, 1.6732, 1.6613], [-6.3044, 4.2398, 1.7831], [-2.3540, 0.3420, -1.6733], [-4.1301, 0.0391, -1.1079], [-3.7919, -2.2227, -1.6033], [-1.6006, -1.5208, -3.1120], [-1.6278, -3.3255, -2.4934], [-0.5562, -2.0710, -1.5785], [-3.5946, -2.9107, 0.4058], [1.5077, 1.0648, -1.1225], [-0.0295, 0.0494, -1.5352], [1.0843, 0.5826, 1.5091], [-0.2446, -0.6839, 1.0672], [1.5665, -2.1843, -0.2804], [2.9626, -0.9074, 0.1454], [2.5512, -4.2671, 1.5322], [-1.0328, 0.8871, 4.7628], [-2.2508, 0.0059, 4.9899], [-1.8982, -1.4682, 4.8715], [-3.2536, 0.3301, 4.0304], [-0.6227, 0.7376, 3.7577], [-1.3040, 1.9456, 4.8389], [-0.2485, 0.6730, 5.4955], [-2.6698, 0.2056, 5.9820], [-1.5187, -1.7013, 3.8702], [-2.7867, -2.0900, 5.0250], [-1.1399, -1.7531, 5.6075], [-2.8903, 0.1559, 3.1462], [-1.1457, -6.6381, -5.7974], [-1.6884, -5.2825, -5.3740], [-2.1814, -4.4846, -6.5707], [-0.6626, -4.5501, -4.7085], [-0.2938, -6.5245, -6.4772], [-0.7832, -7.1962, -4.9274], [-1.9159, -7.2326, -6.2987], [-2.5080, -5.4205, -4.6606], [-1.3662, -4.2946, -7.2779], [-2.5577, -3.5065, -6.2524], [-2.9827, -5.0144, -7.0952], [0.0696, -4.4229, -5.3345]],
  "forces_ev_per_a": [[0.1, -1.2, -0.4], [-0.2, 0.7, 0.9], [-1.5, -1.7, -0.7], [-0.4, -0.2, 0.3], [-0.2, -0.5, 1.0], [0.3, 0.7, 0.4], [-0.6, 0.4, -0.3], [-0.7, -0.3, -0.2], [1.1, 0.2, -0.4], [1.2, -6.6, -0.8], [-1.6, -1.9, 1.4], [0.2, 0.3, 0.6], [0.4, -1.7, -0.4], [0.4, -1.7, 0.6], [5.8, 0.0, -0.8], [-4.2, 1.6, 3.5], [2.1, 3.5, -0.6], [1.7, 3.8, -2.1], [-0.9, -0.7, -2.1], [-0.4, -1.3, -1.3], [0.0, -0.2, 0.7], [-2.0, 0.8, -1.1], [-3.0, 1.2, 1.1], [-0.3, -0.7, 0.3], [-0.3, 0.9, 0.6], [0.0, 0.0, -0.6], [-4.8, 2.0, 6.1], [0.0, -4.0, -4.6], [5.3, 0.5, -2.7], [-2.1, 1.7, -1.3], [-0.3, 2.1, -1.4], [-1.1, -1.5, -1.5], [2.6, -0.4, 0.6], [1.1, 1.7, 1.4], [-2.2, 0.2, -1.0], [-0.8, 1.9, 1.1], [1.7, 0.5, -1.1], [2.2, 0.6, 1.2], [-2.0, -0.5, 1.7], [-0.4, -2.2, 1.4], [-1.5, -0.7, -2.2], [0.7, -1.6, -1.9], [0.4, 2.1, -1.0], [-0.4, -2.4, 1.0], [-0.1, 1.6, 2.1], [-0.2, -1.1, -1.5], [0.4, -0.8, -2.5], [1.0, 2.4, -0.5], [0.1, -1.3, -1.4], [-1.1, -1.0, 1.9], [2.4, -0.2, 1.1], [2.0, 1.2, 1.0], [0.0, -1.3, 2.1], [-0.1, 2.5, 0.8], [-1.8, -0.1, -1.1], [2.2, 0.7, -0.4], [-2.1, -0.2, 1.0], [0.9, 1.6, 1.9], [-0.4, -2.0, -1.7], [2.1, 0.7, -1.0], [0.7, 1.6, 1.4], [-2.1, -0.9, 0.7], [0.8, 1.0, 1.1], [0.1, 0.3, 0.2], [0.5, -0.3, -0.3], [-0.1, -0.2, 0.1], [-0.4, 0.4, -0.4], [0.0, -0.2, 0.0], [0.0, -0.1, 0.1], [0.0, 0.0, -0.2], [-0.1, 0.1, -0.3], [0.1, 0.1, 0.1], [0.1, 0.1, 0.1], [-0.1, 0.0, -0.1], [-0.1, -0.1, 0.4], [0.0, -0.3, 0.2], [0.3, -0.1, -0.7], [-0.3, 0.2, 0.0], [0.2, 0.3, 0.3], [-0.2, 0.1, 0.0], [-0.1, 0.1, -0.1], [0.1, 0.1, 0.0], [0.2, 0.1, 0.1], [0.0, -0.2, 0.0], [0.0, -0.2, 0.0], [0.1, 0.1, 0.0], [-0.4, -0.1, 0.2]],
  "lowdin_charge": [-0.10, -0.21, -0.23, -0.22, -0.15, -0.19, -0.19, -0.15, -0.06, 0.09, -0.44, 0.87, 0.00, -0.12, -0.21, -0.07, -0.02, -0.11, -0.10, -0.33, -0.06, -0.09, 0.04, -0.11, -0.19, -0.20, 0.81, -0.36, -0.39, -0.20, 0.09, 0.09, 0.07, 0.11, 0.13, 0.14, 0.08, 0.11, 0.13, 0.13, 0.13, 0.13, 0.09, 0.14, 0.11, -0.05, 0.14, 0.16, 0.15, 0.13, 0.16, 0.16, 0.10, 0.09, 0.06, 0.13, 0.10, 0.12, 0.13, 0.12, 0.12, 0.10, 0.12, -0.06, -0.49, -0.05, -0.07, 0.06, 0.07, 0.09, 0.14, 0.06, 0.08, 0.09, 0.06, -0.06, -0.51, -0.07, -0.08, 0.08, 0.08, 0.08, 0.14, 0.08, 0.08, 0.08, 0.09],
  "energy_ha": -2601.2469,
  "homo_energy_ev": -11.72,
  "charge": 1
}